[1]
Below is a 9-piece molecular cluster, C27H73N3O6 overall in a non-equilibrium geometry, with properties calculated with the ωB97M-V functional and the def2-TZVPD basis.

Element x y z (Å)
C: 4.677 0.697 -3.187
C: 4.013 -0.198 -2.157
N: 4.991 -1.089 -1.558
C: 6.091 -0.503 -0.757
C: 5.678 0.486 0.239
C: 5.573 -1.964 -2.593
C: 4.660 -3.028 -3.132
H: 3.836 1.382 -3.290
H: 4.793 0.284 -4.189
H: 5.501 1.241 -2.726
H: 3.678 0.381 -1.296
H: 3.160 -0.799 -2.472
H: 6.705 -1.251 -0.256
H: 6.667 0.139 -1.424
H: 6.574 0.978 0.617
H: 5.174 1.340 -0.212
H: 5.037 0.140 1.050
H: 6.453 -2.447 -2.167
H: 5.976 -1.443 -3.461
H: 5.119 -4.009 -3.011
H: 4.534 -2.958 -4.212
H: 3.695 -3.039 -2.625
C: -6.306 -4.663 -1.270
C: -6.296 -3.915 0.090
N: -5.782 -2.572 -0.178
C: -5.004 -2.101 0.981
C: -4.348 -0.696 0.954
C: -6.651 -1.669 -0.935
C: -8.073 -1.402 -0.347
H: -6.255 -4.056 -2.175
H: -7.081 -5.417 -1.410
H: -5.382 -5.241 -1.269
H: -7.274 -3.838 0.566
H: -5.834 -4.584 0.817
H: -5.694 -2.158 1.823
H: -4.283 -2.850 1.306
H: -3.941 -0.422 1.928
H: -3.469 -0.667 0.310
H: -4.852 0.177 0.538
H: -6.852 -2.085 -1.922
H: -6.236 -0.673 -1.090
H: -8.030 -0.981 0.657
H: -8.566 -2.353 -0.144
H: -8.718 -0.692 -0.864
C: -0.564 5.375 2.397
C: -0.093 4.287 1.391
N: 1.328 4.317 1.080
C: 1.786 3.097 0.419
C: 1.217 2.956 -1.042
C: 1.852 5.598 0.539
C: 3.315 5.508 0.025
H: -0.503 6.353 1.920
H: 0.166 5.298 3.203
H: -1.561 5.232 2.814
H: -0.260 3.290 1.799
H: -0.610 4.415 0.440
H: 2.875 3.087 0.366
H: 1.461 2.320 1.110
H: 0.222 3.396 -1.110
H: 1.711 3.525 -1.831
H: 1.136 1.957 -1.469
H: 1.916 6.282 1.386
H: 1.250 6.215 -0.128
H: 3.477 4.847 -0.827
H: 3.928 5.148 0.851
H: 3.583 6.536 -0.218
C: 3.498 -2.772 1.541
O: 4.045 -3.219 0.303
H: 3.937 -1.793 1.734
H: 2.426 -2.840 1.730
H: 4.026 -3.311 2.326
H: 4.517 -2.560 -0.211
C: -3.308 -2.686 -2.352
O: -3.630 -1.304 -2.223
H: -3.269 -3.076 -1.335
H: -4.074 -3.151 -2.973
H: -2.309 -2.723 -2.786
H: -4.340 -1.275 -1.577
C: 0.038 -4.009 -1.545
O: -1.043 -3.786 -0.687
H: 0.947 -4.071 -0.946
H: -0.114 -4.982 -2.012
H: 0.158 -3.211 -2.277
H: -1.052 -4.481 -0.025
C: 0.524 -0.548 -0.127
O: -0.775 -0.998 -0.242
H: 0.574 0.471 0.256
H: 1.186 -1.112 0.530
H: 0.931 -0.757 -1.116
H: -0.784 -1.952 -0.348
C: -2.397 1.652 -1.778
O: -3.316 1.358 -2.848
H: -2.719 1.386 -0.771
H: -1.482 1.089 -1.961
H: -2.216 2.719 -1.654
H: -3.579 0.441 -2.956
C: -0.397 1.638 4.225
C: 0.485 2.401 5.161
C: 1.931 2.100 4.600
O: 1.832 0.825 3.963
C: 0.438 0.457 3.805
H: -0.592 2.152 3.284
H: -1.340 1.260 4.621
H: 0.372 2.096 6.201
H: 0.118 3.428 5.160
H: 2.631 2.048 5.434
H: 2.192 2.919 3.929
H: 0.381 -0.396 4.481
H: 0.259 0.054 2.808

Forces on the atoms, in the same order (eV/Å):
-2.455 0.825 0.105
1.400 -0.407 1.433
1.112 -2.280 0.224
-0.711 0.461 -1.542
-0.764 1.703 1.238
0.730 -0.050 0.495
-0.386 -0.869 -0.297
0.306 0.889 -0.549
0.621 -0.127 0.317
0.173 -0.162 -0.556
-0.444 0.389 -0.338
0.098 0.155 -0.413
-0.083 -0.350 -0.552
1.007 -0.517 -0.390
0.114 -0.320 0.515
-0.354 -0.047 -0.196
0.145 -0.146 0.082
-0.018 0.010 0.283
0.118 0.700 0.065
-0.155 -0.100 0.301
-0.355 0.310 -0.006
-0.008 -0.079 -0.092
0.458 -0.937 0.418
-1.482 0.158 -1.826
1.826 0.135 0.349
-1.230 1.098 0.672
0.887 -0.316 -0.819
-1.498 0.095 0.608
0.426 -0.387 1.341
-0.236 0.290 0.345
-0.336 0.144 0.218
0.184 -0.003 -0.234
-0.675 0.051 -0.283
1.205 0.802 -0.037
-0.317 0.522 0.620
0.434 -0.039 -0.779
-0.319 -0.165 0.173
0.355 -0.583 -0.035
-1.029 -0.246 0.360
0.400 -0.122 -0.133
0.645 -0.231 0.104
0.462 0.210 0.223
-0.385 0.018 -0.556
0.178 -0.342 -0.622
1.138 -0.736 -0.519
-0.072 0.555 -0.202
1.005 1.102 0.016
-0.644 0.575 -1.158
-0.401 0.132 0.025
0.890 -0.410 0.940
-0.984 0.095 0.545
-0.034 0.082 0.205
-0.084 0.417 0.296
0.008 -0.219 -0.297
-0.377 0.102 -0.171
-0.768 -0.204 0.004
-0.041 -0.079 0.255
0.095 -0.461 -0.448
-0.269 -0.320 0.313
0.793 0.229 0.369
0.075 -0.227 0.472
0.044 0.019 0.351
-0.628 -0.716 -0.800
-0.176 0.179 -0.081
0.182 0.080 -0.060
0.355 -0.126 -0.147
2.414 0.476 0.309
-0.986 -1.368 0.086
-0.848 0.670 -0.005
-0.004 0.035 -0.730
-0.368 -0.653 0.209
-0.391 0.876 0.042
0.090 0.658 0.438
-0.210 0.488 -0.291
0.021 -0.593 -0.395
0.228 -0.468 -0.026
-0.201 -0.271 -0.112
-0.076 0.030 0.104
0.639 -0.872 0.249
-0.596 1.406 -0.210
0.409 0.020 -0.153
0.270 0.028 -0.535
-0.332 0.015 0.004
-0.103 -0.616 0.720
0.942 -0.729 -0.477
-1.396 0.582 0.901
-0.184 0.140 -0.612
-0.215 -0.417 0.502
0.920 1.081 -0.282
-0.221 -0.744 0.092
-0.243 -1.179 -0.316
-0.016 2.013 0.301
-0.495 -0.574 -0.031
0.263 0.287 0.176
-0.030 0.140 -0.907
0.608 -0.590 0.803
-0.328 -1.303 -1.085
0.289 0.368 0.160
-1.700 0.263 0.760
0.075 1.093 -0.379
1.246 -1.301 0.780
-0.248 0.535 0.373
-0.070 0.332 0.132
0.110 -0.440 -0.037
0.727 0.378 -0.110
0.224 -0.056 -0.185
0.322 -0.190 -0.374
-0.702 -0.118 0.134
0.019 0.354 -0.166

Total charge: -1
2S+1: 2
Orbital gap (alpha / beta) (Ha): 0.0590 / 0.2943

***

[2]
Below is a 4-piece molecular cluster, C27H75BClN9O9P5S2 overall in a non-equilibrium geometry, with properties calculated with the ωB97M-V functional and the def2-TZVPD basis.

Element x y z (Å)
C: -6.469 -0.664 3.462
C: -7.301 -1.184 2.139
O: -6.862 -0.598 0.864
B: -5.470 -0.953 0.527
P: -4.800 -2.712 0.875
O: -4.111 -3.378 -0.616
Cl: -3.233 -2.578 2.355
O: -4.666 0.234 0.893
C: -4.625 1.211 -0.208
S: -3.234 2.461 -0.085
C: -5.938 2.193 -0.464
C: -6.566 2.793 0.959
C: -4.521 0.134 -1.477
O: -4.921 0.941 -2.658
C: -4.701 0.194 -3.912
C: -5.891 0.581 -5.020
C: -5.457 0.116 -6.565
O: -7.163 -0.123 -4.720
P: -2.685 -0.274 -1.846
S: -1.644 -0.782 -0.266
O: -5.424 -0.915 -0.978
H: -7.038 -1.129 4.403
H: -6.566 0.514 3.608
H: -5.368 -1.055 3.533
H: -7.385 -2.375 2.118
H: -8.425 -0.814 2.301
H: -4.909 -3.829 -1.064
H: -3.663 3.732 -0.499
H: -5.697 3.063 -1.236
H: -6.801 1.505 -0.908
H: -6.091 3.849 1.193
H: -6.409 2.011 1.821
H: -7.731 2.931 0.737
H: -3.686 0.455 -4.455
H: -4.798 -0.966 -3.707
H: -5.979 1.749 -5.030
H: -4.510 -0.605 -6.512
H: -6.314 -0.529 -7.062
H: -5.185 1.039 -7.230
H: -7.746 0.067 -5.522
H: -2.487 -1.243 -2.895
H: -2.092 0.977 -2.340
O: -0.794 -4.589 -4.779
P: -0.638 -5.221 -3.375
N: 0.634 -4.129 -2.970
C: 1.735 -4.337 -2.035
C: 0.227 -2.718 -2.881
N: 0.077 -6.645 -4.041
C: 1.515 -6.873 -4.064
C: -0.491 -7.119 -5.313
N: -0.458 -5.949 -1.760
C: -0.833 -7.370 -1.606
C: -1.303 -5.218 -0.792
H: 1.418 -4.289 -0.995
H: 2.508 -3.572 -2.176
H: 2.257 -5.281 -2.189
H: -0.175 -2.479 -1.893
H: -0.540 -2.469 -3.620
H: 1.073 -2.053 -3.077
H: 2.054 -6.056 -4.555
H: 1.772 -7.804 -4.588
H: 1.895 -7.026 -3.050
H: -0.080 -6.556 -6.169
H: -1.579 -7.016 -5.309
H: -0.278 -8.182 -5.461
H: -1.826 -7.565 -2.029
H: -0.846 -7.663 -0.547
H: -0.110 -8.046 -2.074
H: -2.365 -5.321 -1.039
H: -1.071 -4.152 -0.777
H: -1.139 -5.581 0.229
O: 1.509 4.539 0.499
P: 2.616 3.650 -0.119
N: 2.767 4.699 -1.481
C: 3.202 4.361 -2.832
C: 3.272 6.044 -1.167
N: 1.473 2.420 -0.520
C: 0.910 2.266 -1.855
C: 0.409 2.180 0.466
N: 3.888 2.628 -0.830
C: 3.874 1.189 -0.495
C: 5.215 3.115 -0.393
H: 4.274 4.189 -2.898
H: 2.959 5.173 -3.528
H: 2.691 3.491 -3.243
H: 4.365 6.066 -1.140
H: 2.910 6.399 -0.197
H: 2.933 6.773 -1.909
H: 0.437 3.188 -2.210
H: 0.153 1.470 -1.889
H: 1.677 1.935 -2.559
H: -0.405 2.919 0.364
H: 0.808 2.231 1.482
H: -0.014 1.178 0.346
H: 3.791 1.036 0.588
H: 4.791 0.693 -0.843
H: 3.060 0.652 -0.992
H: 5.335 3.014 0.691
H: 5.362 4.167 -0.644
H: 6.021 2.565 -0.893
O: 5.005 2.332 3.088
P: 5.321 2.394 4.603
N: 5.025 0.704 4.784
C: 4.573 -0.007 5.974
C: 5.975 -0.165 4.072
N: 3.845 3.229 4.928
C: 2.650 2.562 5.427
C: 3.438 4.232 3.932
N: 5.684 2.465 6.344
C: 5.442 3.746 7.040
C: 7.116 2.169 6.563
H: 5.352 -0.105 6.728
H: 4.242 -1.020 5.714
H: 3.702 0.450 6.443
H: 6.874 -0.348 4.667
H: 6.291 0.271 3.120
H: 5.520 -1.131 3.834
H: 2.344 1.730 4.783
H: 1.800 3.253 5.505
H: 2.806 2.214 6.451
H: 2.938 3.759 3.069
H: 4.305 4.794 3.576
H: 2.753 4.962 4.373
H: 5.899 4.583 6.498
H: 5.858 3.727 8.058
H: 4.376 3.952 7.177
H: 7.752 2.934 6.104
H: 7.400 1.206 6.136
H: 7.348 2.110 7.633

Forces on the atoms, in the same order (eV/Å):
-0.942 -0.384 0.781
-1.338 0.558 0.630
-0.150 -2.708 2.432
-0.010 3.893 -1.952
0.050 -2.997 0.410
-1.641 0.262 0.437
-0.554 0.003 -1.150
0.899 2.840 -1.005
-1.401 -0.767 -0.650
0.731 -0.185 0.414
-1.550 -1.018 0.507
-0.100 0.028 -1.095
-1.566 1.381 1.454
0.389 -2.694 -0.670
-1.725 -0.566 -1.293
0.891 -0.294 -0.832
0.702 -0.542 0.481
0.743 1.618 -1.490
1.018 0.121 1.141
-0.201 -0.239 -0.211
1.992 1.929 -2.948
1.150 0.871 -1.927
0.495 -2.587 -0.598
-2.051 1.018 -0.393
0.572 2.480 -0.009
2.340 -0.699 -0.377
1.767 1.097 1.288
-0.476 -1.621 0.275
-0.425 -2.057 1.716
1.967 1.478 0.813
-0.950 -2.250 -0.237
-0.264 1.659 -1.773
2.538 -0.211 0.733
-1.837 -0.394 1.305
0.280 2.307 -0.503
-0.185 -2.111 0.277
-1.965 1.573 -0.167
1.682 1.504 1.045
-0.545 -1.800 1.228
1.137 -0.370 1.710
-0.562 0.681 0.311
-1.049 -1.038 -0.150
-4.254 0.341 1.733
8.264 -0.305 -2.630
0.222 1.155 0.607
-0.042 -0.362 0.135
-0.164 0.102 -0.447
-0.036 -1.985 -0.844
-0.148 -0.059 0.627
-0.059 0.512 0.131
-3.540 -0.372 -0.203
0.223 -0.696 -0.064
0.108 0.611 0.658
-0.004 0.054 0.349
-0.330 0.147 -0.165
-0.325 -0.004 0.016
0.102 0.148 0.069
0.121 -0.266 0.026
0.083 -0.094 0.046
0.132 0.074 0.064
-0.384 0.173 -0.071
0.087 0.237 -0.021
-0.253 -0.149 0.091
0.150 0.123 -0.120
0.156 0.003 0.189
0.132 -0.164 0.171
-0.132 0.486 -0.093
-0.205 0.383 -0.166
0.106 0.010 0.307
-0.018 0.032 -0.166
0.010 -0.044 -0.254
3.351 0.082 3.336
-6.090 -0.222 -6.550
1.044 1.453 -0.604
-0.063 -0.363 -0.010
-0.660 0.015 0.303
-0.612 -1.406 0.363
0.579 -0.223 -0.114
0.043 0.344 0.169
1.248 -0.261 3.305
-0.343 -0.737 -0.068
0.626 0.388 -0.272
0.383 -0.047 -0.117
-0.022 0.160 0.340
0.139 -0.001 0.332
0.254 0.107 -0.137
-0.040 -0.269 -0.117
0.025 -0.104 -0.088
0.005 0.090 -0.147
0.130 0.165 0.453
0.027 0.201 -0.123
0.212 -0.243 0.203
-0.072 0.154 -0.052
0.138 0.194 -0.214
0.079 -0.162 -0.183
0.094 0.479 0.114
-0.001 0.436 0.243
0.184 -0.163 -0.111
-0.224 0.079 -0.071
-0.232 -0.022 0.043
4.363 1.710 -0.085
-8.412 -3.609 0.282
0.984 -1.364 0.005
-0.193 0.220 0.267
-0.326 0.220 -0.621
-0.704 1.602 0.258
0.249 -0.132 0.550
0.265 -0.328 -0.289
2.703 2.301 -0.922
-0.513 0.471 0.367
0.339 -0.674 0.317
0.226 -0.108 0.290
0.214 0.160 -0.295
0.283 0.176 -0.106
0.140 -0.202 0.146
-0.160 0.107 0.198
-0.047 0.060 0.132
-0.047 -0.099 0.072
0.373 0.069 -0.277
0.016 -0.221 -0.080
0.115 0.313 0.141
-0.095 -0.113 -0.108
-0.001 -0.194 0.129
-0.104 0.008 0.243
0.249 -0.278 -0.317
0.275 -0.160 -0.398
0.077 -0.005 0.262
-0.180 -0.013 -0.140
-0.150 0.104 -0.183

Total charge: -1
Orbital gap (Ha): 0.1721